# 1
Formula: C12H48N24O12
Source: OMol25
Level of theory: ωB97M-V with the def2-TZVPD basis set

Results
- SMILES string = NC(N)=O.NC(N)=O.NC(N)=O.NC(N)=O.NC(N)=O.NC(N)=O.NC(N)=O.NC(N)=O.NC(N)=O.NC(N)=O.NC(N)=O.NC(N)=O
- orbital gap (eV) = 9.65

XYZ file:
```
96
Properties=species:S:1:pos:R:3:mulliken_charge:R:1
N 0.20 3.88 0.78 -0.167
C 0.97 4.97 1.00 0.538
N 0.85 5.55 2.20 -0.273
O 1.66 5.57 0.13 -0.780
H 0.37 3.31 -0.07 0.278
H -0.32 3.52 1.55 0.245
H 0.49 5.14 2.98 0.190
H 1.25 6.54 2.24 0.230
N 1.84 -3.87 -3.15 -0.251
C 1.55 -3.77 -1.80 0.443
N 0.29 -3.35 -1.51 -0.030
O 2.41 -4.10 -0.95 -0.729
H 2.69 -4.31 -3.46 0.210
H 1.20 -3.46 -3.91 0.244
H -0.29 -3.14 -2.32 0.222
H -0.02 -3.23 -0.52 0.049
N -4.30 -3.74 2.15 -0.378
C -3.90 -3.09 1.04 0.516
N -4.31 -1.73 0.88 -0.381
O -3.23 -3.50 0.12 -0.585
H -4.50 -3.19 2.99 0.220
H -3.87 -4.63 2.37 0.265
H -3.58 -1.27 0.37 -0.095
H -4.48 -1.33 1.80 0.370
N -6.84 -0.90 -2.67 -0.360
C -6.13 -2.00 -2.75 0.488
N -5.04 -2.10 -1.91 -0.271
O -6.28 -2.81 -3.63 -0.651
H -6.89 -0.34 -1.84 0.199
H -7.64 -0.78 -3.25 0.235
H -5.21 -1.69 -1.02 0.179
H -4.69 -3.02 -1.88 0.188
N -2.01 -0.68 -1.39 -0.130
C -1.24 -0.38 -0.29 0.470
N -0.31 0.54 -0.53 -0.138
O -1.45 -0.86 0.81 -0.545
H -2.66 -1.43 -1.35 0.183
H -2.01 -0.15 -2.27 0.167
H 0.25 0.66 0.28 0.142
H 0.14 0.43 -1.41 0.010
N -1.07 1.66 3.41 -0.156
C -0.12 2.55 3.86 0.148
N 1.12 2.15 3.97 -0.209
O -0.41 3.74 4.21 -0.794
H -0.81 0.69 3.58 0.368
H -2.01 1.92 3.60 0.206
H 1.79 2.92 4.09 0.255
H 1.41 1.24 3.65 0.167
N 2.59 -0.62 2.25 -0.327
C 1.32 -1.09 2.48 0.752
N 0.97 -2.06 1.63 -0.147
O 0.61 -0.63 3.39 -0.941
H 3.16 -0.82 1.45 0.085
H 3.00 -0.13 3.06 0.255
H 1.56 -2.29 0.82 0.233
H -0.05 -2.13 1.47 -0.050
N -2.10 -1.67 3.67 0.043
C -2.97 -1.96 4.64 0.537
N -2.43 -2.19 5.91 -0.368
O -4.15 -2.07 4.43 -0.768
H -2.40 -1.33 2.76 0.016
H -1.11 -1.70 3.73 0.103
H -3.09 -2.32 6.61 0.236
H -1.47 -2.01 6.16 0.169
N 1.31 3.67 -1.85 -0.177
C 0.85 3.42 -3.11 0.464
N 0.16 4.44 -3.77 -0.441
O 0.95 2.30 -3.62 -0.687
H 1.95 3.00 -1.44 0.167
H 1.47 4.67 -1.62 0.192
H -0.28 5.16 -3.25 0.184
H 0.18 4.43 -4.78 0.227
N -0.75 0.22 -4.60 -0.268
C 0.11 -0.73 -4.12 0.232
N 1.26 -0.40 -3.50 -0.167
O -0.26 -1.97 -4.14 -0.868
H -1.57 -0.06 -5.12 0.205
H -0.53 1.22 -4.54 0.279
H 1.80 -1.28 -3.49 0.307
H 1.80 0.44 -3.58 0.234
N 5.18 1.92 0.69 -0.486
C 4.29 2.55 -0.12 0.554
N 4.60 3.84 -0.40 -0.448
O 3.31 2.02 -0.57 -0.942
H 5.27 0.90 0.46 0.152
H 6.08 2.35 0.85 0.225
H 3.88 4.40 -0.79 0.255
H 5.28 4.25 0.18 0.205
N 4.88 -2.77 -1.42 -0.457
C 4.84 -1.52 -0.82 0.679
N 3.64 -0.77 -0.92 0.382
O 5.83 -1.10 -0.27 -0.690
H 5.65 -3.32 -1.15 0.277
H 4.02 -3.34 -1.50 0.160
H 3.57 0.24 -0.92 -0.055
H 2.94 -1.28 -1.43 -0.025
```


# 2
Formula: C12H48N24O12
Source: OMol25
Level of theory: ωB97M-V with the def2-TZVPD basis set

Results
- SMILES string = NC(N)=O.NC(N)=O.NC(N)=O.NC(N)=O.NC(N)=O.NC(N)=O.NC(N)=O.NC(N)=O.NC(N)=O.NC(N)=O.NC(N)=O.NC(N)=O
- orbital gap (eV) = 9.44

XYZ file:
```
96
Properties=species:S:1:pos:R:3:mulliken_charge:R:1
N -2.04 -1.27 -7.27 -0.404
C -1.02 -1.04 -6.41 0.712
N -1.41 -0.78 -5.15 -0.214
O 0.14 -1.11 -6.82 -0.673
H -2.97 -1.31 -6.87 0.138
H -1.99 -1.20 -8.27 0.228
H -0.74 -0.64 -4.41 0.013
H -2.38 -0.78 -4.91 0.190
N -0.86 -1.10 -0.90 -0.158
C -0.04 -0.15 -0.39 0.340
N -0.18 0.13 0.89 0.805
O 0.89 0.38 -1.08 -0.364
H -1.65 -1.37 -0.32 0.118
H -0.78 -1.32 -1.88 -0.037
H 0.40 0.72 1.45 -0.298
H -0.92 -0.46 1.25 -0.323
N -4.50 -1.96 3.20 -0.359
C -3.30 -2.48 2.88 0.600
N -2.89 -3.49 3.68 -0.428
O -2.62 -2.07 1.92 -0.631
H -4.84 -1.18 2.65 0.219
H -4.98 -2.21 4.04 0.158
H -1.99 -3.86 3.42 0.246
H -3.29 -3.67 4.58 0.186
N 2.88 2.59 0.70 -0.108
C 2.40 3.84 0.91 0.581
N 2.04 4.57 -0.17 -0.388
O 2.10 4.28 2.03 -0.744
H 3.43 2.47 -0.14 0.185
H 2.95 1.99 1.51 0.023
H 1.76 5.53 -0.09 0.201
H 2.31 4.22 -1.08 0.195
N 4.63 -0.04 -0.71 -0.314
C 4.40 -0.64 0.47 0.511
N 3.19 -1.22 0.57 0.046
O 5.19 -0.65 1.43 -0.828
H 5.51 0.41 -0.89 0.226
H 4.03 -0.23 -1.50 0.143
H 2.47 -1.20 -0.14 -0.064
H 2.94 -1.80 1.34 0.036
N -5.17 2.61 2.09 -0.412
C -4.64 1.37 2.04 0.621
N -3.33 1.24 2.32 0.048
O -5.29 0.39 1.64 -0.797
H -6.11 2.75 1.76 0.229
H -4.86 3.26 2.79 0.207
H -2.94 0.33 2.19 -0.032
H -2.90 2.05 2.77 0.128
N 2.98 -1.30 -4.87 -0.360
C 2.27 -1.17 -3.70 0.479
N 1.98 0.16 -3.48 -0.118
O 1.89 -2.08 -2.98 -0.752
H 3.22 -2.19 -5.26 0.211
H 3.13 -0.45 -5.36 0.110
H 2.24 0.87 -4.13 0.203
H 1.47 0.42 -2.61 0.222
N 0.08 2.58 3.74 -0.088
C -0.88 3.52 3.91 0.547
N -0.47 4.79 3.77 -0.330
O -2.03 3.18 4.18 -0.817
H -0.42 1.71 3.76 0.105
H 1.01 2.75 3.40 0.146
H -1.19 5.46 3.95 0.220
H 0.41 5.09 3.39 0.224
N 2.00 0.37 5.34 -0.354
C 2.38 0.06 4.09 0.257
N 3.69 0.29 3.85 -0.250
O 1.60 -0.33 3.21 -0.691
H 1.04 0.17 5.57 0.262
H 2.52 0.88 6.02 0.160
H 4.29 0.74 4.52 0.155
H 4.17 -0.15 3.06 0.174
N -1.70 4.65 -1.04 -0.370
C -1.64 3.73 -2.04 0.649
N -0.47 3.07 -2.09 -0.271
O -2.56 3.51 -2.84 -0.675
H -2.53 5.18 -0.83 0.229
H -0.99 4.43 -0.37 0.157
H -0.58 2.39 -2.83 -0.010
H 0.35 3.16 -1.53 0.213
N 0.48 -2.56 2.08 0.639
C 1.09 -3.77 2.05 0.596
N 0.25 -4.76 1.62 -0.376
O 2.22 -3.92 2.53 -0.692
H 0.96 -1.81 2.58 0.065
H -0.51 -2.57 1.88 -0.168
H 0.57 -5.70 1.71 0.232
H -0.46 -4.47 0.97 0.184
N -0.40 -4.12 -5.21 -0.323
C -1.12 -4.05 -4.08 0.649
N -0.43 -3.67 -2.97 -0.113
O -2.31 -4.38 -3.95 -0.739
H -0.89 -4.53 -5.98 0.221
H 0.59 -3.99 -5.12 0.181
H 0.54 -3.36 -3.02 0.143
H -0.85 -3.73 -2.07 0.104
```


# 3
Formula: C12H48N2O12
Source: OMol25
Level of theory: ωB97M-V with the def2-TZVPD basis set

Results
- SMILES string = NC(N)=O.CO.CO.CO.CO.CO.CO.CO.CO.CO.CO.CO
- orbital gap (eV) = 9.43

XYZ file:
```
74
Properties=species:S:1:pos:R:3:mulliken_charge:R:1
N 13.91 5.60 -15.68 0.780
C 12.65 5.54 -15.82 -0.008
N 12.35 5.53 -17.08 0.792
O 11.84 5.37 -14.88 -0.586
H 14.40 5.99 -16.47 -0.328
H 14.32 5.64 -14.76 0.175
H 13.16 5.72 -17.67 -0.427
H 11.46 5.24 -17.46 -0.240
C 12.37 2.07 -17.39 -0.138
O 12.21 0.67 -17.78 -0.558
H 12.42 2.19 -16.30 0.072
H 13.30 2.49 -17.77 0.097
H 11.49 2.65 -17.66 0.187
H 12.25 0.24 -16.92 0.330
C 8.90 5.72 -17.80 -0.656
O 9.83 4.86 -18.37 -0.543
H 9.48 6.50 -17.31 0.144
H 8.21 6.21 -18.48 0.406
H 8.28 5.33 -17.00 0.241
H 9.32 4.55 -19.12 0.303
C 15.82 3.09 -15.65 -0.040
O 16.92 2.15 -15.51 -0.591
H 15.61 3.39 -16.68 0.002
H 14.91 2.70 -15.21 0.136
H 16.15 3.92 -15.02 0.162
H 16.81 1.55 -16.26 0.303
C 12.84 6.36 -20.63 -0.265
O 13.70 7.03 -19.76 -0.360
H 11.91 6.25 -20.06 0.021
H 12.65 6.83 -21.59 0.356
H 13.28 5.38 -20.81 0.050
H 14.45 7.28 -20.30 0.223
C 16.27 8.05 -17.89 -0.358
O 16.51 7.21 -16.74 -0.485
H 16.53 7.39 -18.72 0.231
H 15.20 8.16 -18.06 -0.056
H 16.81 9.00 -17.86 0.403
H 17.38 7.43 -16.40 0.279
C 13.72 3.95 -12.52 -0.284
O 14.05 5.36 -12.40 -0.522
H 14.71 3.53 -12.67 0.296
H 13.10 3.46 -11.77 0.296
H 13.21 3.70 -13.45 -0.104
H 13.27 5.92 -12.50 0.317
C 14.34 9.27 -14.02 -0.343
O 13.49 9.18 -12.87 -0.507
H 14.56 8.34 -14.54 0.042
H 13.92 9.77 -14.89 0.165
H 15.25 9.84 -13.82 0.370
H 13.94 9.52 -12.09 0.298
C 11.98 9.09 -17.49 -0.361
O 11.41 8.46 -18.65 -0.568
H 11.17 9.21 -16.77 0.386
H 12.61 8.35 -16.99 -0.159
H 12.51 10.03 -17.61 0.366
H 12.14 8.00 -19.07 0.343
C 9.63 2.55 -14.82 -0.650
O 9.57 2.01 -13.49 -0.540
H 10.01 3.56 -14.95 0.153
H 9.91 1.75 -15.51 0.333
H 8.61 2.68 -15.19 0.419
H 9.13 1.16 -13.57 0.302
C 15.17 3.70 -19.80 -0.341
O 16.28 4.29 -20.46 -0.549
H 15.49 2.86 -19.18 0.382
H 14.82 4.42 -19.06 -0.190
H 14.33 3.44 -20.45 0.417
H 16.22 4.04 -21.38 0.291
C 9.20 6.04 -12.67 -0.597
O 9.23 6.47 -14.03 -0.530
H 8.88 6.84 -12.00 0.324
H 8.37 5.36 -12.49 0.277
H 10.05 5.49 -12.30 0.178
H 9.81 5.86 -14.50 0.235
```